DFT (the ωB97M-V functional and the def2-TZVPD basis) results for a cluster of 15 separate species, C50H90O35S5 in total.

Geometry as XYZ:
```
180
Properties=species:S:1:pos:R:3:forces:R:3:lowdin_charge:R:1
C -7.9277 0.9095 0.0873 0.33 -0.09 0.26 -0.005
C -7.2993 -0.4227 0.5587 -0.79 1.48 0.11 -0.306
C -7.3235 -1.5433 -0.4407 -0.43 -0.59 -0.70 -0.074
O -5.9790 -2.0812 -0.3858 -0.53 -0.57 -0.61 0.066
C -5.1552 -1.1971 0.1975 0.32 -1.27 1.51 -0.545
O -3.9667 -1.3998 0.3769 -1.86 1.02 -0.81 0.102
O -5.9123 -0.2277 0.7308 2.06 1.22 0.24 0.079
H -9.0130 0.9234 -0.0132 0.01 -0.73 -0.56 0.089
H -7.3924 1.1813 -0.8225 -0.43 0.16 -0.18 0.059
H -7.8274 1.7326 0.7947 0.70 -0.24 0.31 0.085
H -7.6741 -0.6715 1.5515 -0.21 -0.40 -0.12 0.158
H -7.5258 -1.2828 -1.4797 0.25 0.65 0.02 0.127
H -8.1251 -2.2506 -0.2280 0.62 -0.58 0.40 0.138
C 0.8211 0.6799 -5.5754 -0.65 0.33 -0.38 0.010
C -0.5508 0.2486 -6.1633 1.65 2.58 1.08 -0.332
C -0.8882 0.8000 -7.5452 1.00 1.15 0.82 -0.103
O -1.5068 -0.2849 -8.1264 -1.82 -0.38 -2.05 0.110
C -1.2910 -1.3857 -7.4528 -0.41 -4.16 -0.05 -0.547
O -1.6120 -2.5346 -7.7487 0.53 2.89 0.31 0.128
O -0.6047 -1.1100 -6.3417 0.08 -1.60 0.40 0.074
H 0.9524 0.4641 -4.5151 -0.21 -0.35 -0.08 0.070
H 0.8988 1.7658 -5.6280 -0.11 0.13 -0.09 0.066
H 1.6539 0.2739 -6.1497 -0.09 -0.20 -0.05 0.091
H -1.3444 0.6100 -5.5093 -0.03 -0.29 0.41 0.126
H -0.0517 1.0741 -8.1880 0.25 0.17 0.22 0.144
H -1.5518 1.6527 -7.4013 -0.19 -0.13 -0.50 0.122
C 1.9134 0.1518 5.0620 -0.24 -1.09 0.04 0.000
C 2.4708 0.8275 6.3094 -1.72 -2.40 -1.04 -0.296
C 3.3351 -0.1084 7.1670 0.75 1.69 0.74 -0.072
O 4.5964 0.5484 7.0580 1.30 1.45 -0.79 0.034
C 4.5025 1.7635 6.3775 4.25 0.61 0.79 -0.475
O 5.4714 2.5585 6.2787 -4.03 -2.95 0.15 0.085
O 3.2957 1.8704 5.8515 0.21 1.17 0.41 0.096
H 1.1932 -0.6246 5.3200 -0.62 0.36 0.40 0.071
H 2.6364 -0.5046 4.5778 0.71 0.58 -0.17 0.069
H 1.4882 0.8150 4.3087 0.00 0.13 0.22 0.072
H 1.6700 1.1292 6.9844 -0.07 0.87 -0.46 0.147
H 3.4582 -1.1724 6.9646 -0.35 0.21 -0.41 0.133
H 3.0681 0.0675 8.2090 -0.30 -0.69 0.07 0.134
C -2.4229 -1.4536 3.3731 0.65 0.68 0.06 0.000
C -1.4875 -2.1833 4.3296 -0.59 1.45 -1.15 -0.337
C -1.7274 -1.8679 5.7679 0.64 1.86 0.84 -0.108
O -2.4843 -2.9368 6.2698 -0.55 0.39 0.78 0.133
C -2.4394 -3.8933 5.3896 -0.13 -3.76 -0.08 -0.597
O -2.7770 -5.0427 5.5662 -0.20 1.12 -0.02 0.129
O -1.8735 -3.5173 4.2422 0.66 -1.28 -0.54 0.076
H -2.3712 -1.8571 2.3619 -0.13 -0.08 0.22 0.020
H -2.1584 -0.3986 3.3018 -0.03 0.18 0.08 0.085
H -3.4352 -1.5210 3.7715 -0.11 -0.06 -0.17 0.104
H -0.4275 -2.0243 4.1315 -0.02 -0.33 -0.49 0.132
H -2.2612 -0.9276 5.9058 0.08 -0.16 0.18 0.101
H -0.7766 -1.8135 6.2980 -0.13 -0.01 0.31 0.129
C 2.8788 -2.2183 -1.4068 0.51 0.15 0.91 0.005
C 3.7298 -2.7389 -0.2113 -0.15 -0.81 -1.13 -0.269
C 5.2076 -2.4204 -0.2707 0.10 0.70 -0.82 -0.073
O 5.3354 -1.5016 0.7858 3.85 1.75 -0.31 0.100
C 4.3327 -1.4222 1.5893 -1.21 -0.53 1.11 -0.594
O 4.2567 -0.8626 2.6587 0.13 -0.26 -1.28 0.145
O 3.3691 -2.1647 1.0474 -2.24 -0.75 -0.13 0.038
H 3.0982 -2.7766 -2.3169 0.32 -0.10 0.08 0.076
H 3.1239 -1.1705 -1.5806 -0.14 0.13 -0.10 0.069
H 1.8083 -2.3340 -1.2374 0.04 -0.03 0.32 0.053
H 3.7008 -3.8285 -0.2184 -0.83 -0.09 0.67 0.149
H 5.4378 -1.9551 -1.2291 0.21 0.37 0.15 0.138
H 5.9470 -3.2080 -0.1255 -0.42 -0.31 0.21 0.140
C 1.8572 -3.5801 2.9495 -0.58 -0.90 3.00 0.017
C 1.6638 -4.4905 4.2532 1.56 -0.65 -1.06 -0.230
C 2.9958 -5.1070 4.8488 -1.54 0.67 -0.11 -0.026
O 2.9276 -4.6283 6.2340 2.25 -1.49 -0.63 0.077
C 1.8642 -3.8731 6.4629 1.40 0.85 3.02 -0.626
O 1.6244 -3.3331 7.5310 0.16 -0.92 -1.82 0.128
O 1.2271 -3.7304 5.3689 -3.61 1.38 -2.69 0.085
H 2.1785 -2.6297 3.3756 0.29 0.16 -0.50 0.074
H 0.8644 -3.4529 2.5179 0.33 -0.02 -0.50 0.059
H 2.6155 -4.0172 2.2999 -0.40 0.09 -0.02 0.082
H 0.9569 -5.2861 4.0176 -0.28 0.14 0.37 0.143
H 3.8104 -4.7583 4.2139 0.52 0.53 0.89 0.119
H 3.0623 -6.1949 4.8422 -0.36 0.08 0.24 0.127
C 5.0848 4.8662 -4.4199 -0.67 0.44 -0.05 -0.014
C 4.0468 4.5297 -3.3553 -0.97 -1.39 -0.49 -0.246
C 2.6287 4.0850 -3.8861 1.20 1.40 0.15 -0.091
O 2.3612 2.9062 -3.1855 -1.65 -1.29 -0.24 0.050
C 3.4192 2.4227 -2.5674 0.94 -2.57 1.91 -0.526
O 3.4665 1.3281 -1.9487 -0.25 3.65 -2.10 0.077
O 4.4167 3.2858 -2.7079 1.25 0.00 0.86 0.087
H 4.7849 5.8452 -4.7937 0.10 0.05 -0.35 0.089
H 5.0594 4.1438 -5.2358 -0.20 -0.04 -0.01 0.085
H 6.1337 4.9577 -4.1378 -0.27 -0.10 0.68 0.089
H 3.7855 5.3192 -2.6507 1.07 -0.11 0.49 0.146
H 2.6784 3.9393 -4.9651 -0.48 -0.19 -0.03 0.129
H 1.8927 4.8102 -3.5390 -0.15 0.03 -0.62 0.124
C -0.1900 0.0796 -1.6685 -0.76 0.65 1.23 0.013
C -0.4354 0.0009 -0.1264 1.56 -0.78 -1.02 -0.275
C 0.8790 -0.2050 0.6691 -0.03 -0.73 -1.12 -0.087
O 0.7916 0.6711 1.7664 -0.38 0.24 0.56 0.055
C -0.2053 1.5267 1.5666 -1.93 1.26 1.97 -0.519
O -0.5055 2.4049 2.3750 0.67 -1.70 -2.30 0.102
O -0.9527 1.1885 0.4622 0.49 0.95 0.54 0.071
H -1.1407 0.3576 -2.1234 0.01 0.09 -0.23 0.063
H 0.1009 -0.8879 -2.0776 0.12 -0.03 0.27 0.067
H 0.5509 0.8456 -1.8977 0.08 -0.06 -0.09 0.072
H -1.1073 -0.8399 0.0456 -0.21 0.26 0.30 0.109
H 1.7867 0.1155 0.1578 -0.09 -0.28 -0.57 0.125
H 0.9339 -1.2593 0.9404 0.27 0.21 0.42 0.105
C -0.2565 -3.3939 -4.3792 0.52 0.56 0.39 -0.004
C 0.6431 -4.4238 -5.1040 -2.42 1.42 0.53 -0.295
C 1.8376 -4.9487 -4.3817 0.97 2.37 -0.04 -0.121
O 1.7723 -6.3021 -4.6263 3.13 -1.45 0.50 0.111
C 0.5965 -6.6817 -5.0144 -3.41 -2.39 0.43 -0.549
O 0.1868 -7.8383 -5.0579 1.13 2.78 -0.35 0.127
O -0.1628 -5.5714 -5.1702 -1.14 -1.97 -0.60 0.079
H 0.2101 -2.4193 -4.2355 0.24 0.11 -0.56 0.067
H -0.5074 -3.6352 -3.3463 0.23 -0.86 0.03 0.064
H -1.2106 -3.2415 -4.8836 0.29 -0.10 -0.34 0.084
H 0.7926 -4.1495 -6.1483 0.51 0.44 0.10 0.161
H 1.8728 -4.6984 -3.3214 -0.43 -0.39 0.24 0.129
H 2.7185 -4.4610 -4.7991 0.37 -0.57 -0.15 0.140
C 6.1666 2.2175 1.9635 0.80 0.33 -0.21 -0.008
C 4.8398 2.2224 1.2094 0.75 -0.74 0.95 -0.287
C 3.6763 2.3815 2.1602 -0.24 0.17 0.26 -0.099
O 2.9855 3.4801 1.5961 -0.96 1.79 -0.77 0.062
C 3.7251 4.1385 0.6581 -0.22 1.58 -0.86 -0.482
O 3.4997 5.2575 0.1623 0.31 -3.67 1.51 0.095
O 4.7726 3.3539 0.3078 -0.28 0.16 0.61 0.078
H 6.3871 1.3801 2.6255 -0.62 -0.48 -0.36 0.087
H 6.2636 3.0565 2.6526 -0.41 0.39 -0.18 0.091
H 7.0169 2.3065 1.2875 -0.07 -0.11 -0.21 0.082
H 4.6077 1.2995 0.6780 0.72 0.20 -0.62 0.132
H 3.9093 2.6402 3.1931 0.38 0.02 -0.04 0.135
H 3.0622 1.4815 2.1891 -0.23 0.28 -0.13 0.106
C -0.8227 3.0988 5.6500 -1.04 -0.83 0.78 -0.213
S -2.2651 1.9655 6.0891 1.73 0.43 1.01 0.838
O -1.6504 0.9741 7.0575 -0.57 0.59 -0.72 -0.582
C -3.1499 3.2175 7.0814 0.30 -0.19 -0.64 -0.266
H -0.1732 2.5436 4.9733 -0.30 0.42 -0.33 0.020
H -0.2946 3.2434 6.5924 -0.11 -0.04 0.11 0.049
H -1.2410 4.0515 5.3250 0.33 -0.17 -0.52 0.052
H -3.9126 2.6994 7.6628 0.08 0.14 -0.05 0.051
H -3.5840 3.8799 6.3325 -0.29 0.06 0.13 0.045
H -2.4594 3.7969 7.6943 -0.01 -0.27 0.14 0.055
C -1.6137 -5.4549 0.7395 -0.22 0.12 0.01 -0.230
S -1.6380 -3.6222 0.4801 2.39 -0.77 -2.97 0.912
O -0.2041 -3.2080 -0.0436 -2.28 -0.73 1.45 -0.588
C -2.4975 -3.8210 -1.1363 -1.18 -0.06 -0.01 -0.254
H -1.0357 -5.7465 1.6165 0.07 0.30 -0.09 0.047
H -1.2760 -5.9649 -0.1627 0.44 0.31 0.05 0.051
H -2.6337 -5.8129 0.8795 -0.19 0.35 0.24 0.060
H -2.1607 -4.6841 -1.7104 0.62 0.11 0.26 0.052
H -2.4718 -2.9349 -1.7705 0.55 0.21 0.44 0.035
H -3.5654 -3.9993 -1.0101 -0.13 0.03 0.52 0.051
C -2.6133 4.8805 -0.1293 0.20 -0.44 0.20 -0.257
S -1.2960 5.5154 -1.1669 1.09 0.96 0.46 0.796
O -0.9208 6.8482 -0.5445 -0.16 -1.28 -0.56 -0.564
C 0.0829 4.2778 -0.8843 -1.15 0.68 0.01 -0.203
H -2.4655 5.1954 0.9037 0.13 0.18 -0.10 0.063
H -2.6203 3.7906 -0.1409 -0.13 -0.06 -0.19 0.034
H -3.5276 5.3073 -0.5417 -0.03 -0.11 0.15 0.045
H -0.1920 3.3839 -1.4442 -0.07 -0.08 0.02 0.027
H 0.2009 4.0773 0.1806 0.20 0.10 -0.06 0.051
H 0.9550 4.7403 -1.3463 0.03 0.04 0.31 0.029
C -4.0864 1.6664 -1.8890 0.50 -0.09 -0.22 -0.239
S -5.3351 0.8480 -2.9965 1.90 -0.22 -0.92 0.860
O -5.5569 1.6517 -4.2462 0.02 -0.14 0.91 -0.568
C -4.1505 -0.5124 -3.5495 -0.01 -0.08 0.28 -0.209
H -3.8348 0.9502 -1.1068 -0.34 -0.04 0.24 0.036
H -4.3625 2.6292 -1.4592 -0.88 -0.27 0.04 0.047
H -3.1300 1.9059 -2.3537 -0.08 -0.34 -0.79 0.014
H -3.2689 -0.1389 -4.0705 -0.17 0.71 0.08 0.038
H -4.6157 -1.2142 -4.2418 -0.56 0.29 0.10 0.053
H -3.7684 -1.1078 -2.7203 -0.27 0.16 0.39 0.025
C -3.6270 4.0302 -5.1649 0.31 -0.35 0.17 -0.248
S -1.9873 4.1221 -4.3450 -0.49 -2.33 -0.58 0.854
O -1.5785 2.6622 -3.9167 -0.61 2.70 -1.06 -0.583
C -1.0343 4.5160 -5.8725 -0.25 -0.33 0.94 -0.229
H -4.3784 3.8301 -4.4010 -0.02 0.39 -0.07 0.028
H -3.7333 3.2101 -5.8750 0.51 -0.23 0.09 0.056
H -3.7558 4.9500 -5.7354 -0.19 0.21 0.43 0.053
H -1.1009 3.6543 -6.5368 0.48 -0.10 0.24 0.034
H -0.0850 4.7125 -5.3741 0.44 -0.21 -0.88 0.023
H -1.3692 5.3819 -6.4436 -0.19 0.17 0.51 0.061
```
Forces are in eV/Å.

Computed properties:
Lowest unoccupied orbital energy in eV: -0.08
Energy above the lowest of the compared OMol25 structures with the same formula, charge and spin in kcal per mole: 81.7
Max |F| in eV/A: 5.00
Kohn-Sham gap in eV: 8.498
HOMO level in eV: -8.5730